35
Properties=species:S:1:pos:R:3:forces:R:3:mulliken_charge:R:1 method="wB97M-V/def2-TZVPD" spin_multiplicity=1 smiles="N[C@@H](Cc1ccc(O)cc1)C(=O)N[C@@H](CO)C(=O)O" total_energy_ev=-25917.22046 homo_lumo_gap_ev=9.13
N -1.550 2.242 -1.223 0.864 4.971 -1.546 -0.7612
C -0.582 1.308 -0.783 1.264 -2.877 -2.778 0.9161
C 0.399 1.012 -2.078 2.655 -1.573 0.739 -1.3579
C 1.024 -0.440 -2.096 1.568 -0.444 0.635 0.3927
C 2.215 -0.734 -2.783 -1.162 0.856 -2.031 -0.2889
C 2.883 -1.989 -2.755 1.062 -0.532 -0.289 -0.8699
C 2.389 -2.984 -1.876 -0.742 0.515 3.315 0.6627
O 2.985 -4.252 -1.546 1.161 2.818 -1.915 -0.5141
C 1.294 -2.623 -0.933 1.706 0.013 -4.396 -0.9762
C 0.647 -1.438 -1.209 -1.668 0.356 0.296 0.2756
C 0.169 1.872 0.375 1.570 1.949 2.684 0.1139
O 0.864 2.942 0.417 -2.137 -4.076 -0.682 -0.6670
N -0.112 1.102 1.515 2.067 -0.775 1.650 -0.0370
C -1.480 0.734 1.884 0.049 0.276 -1.278 0.3399
C -1.797 -0.568 2.647 3.222 -1.914 0.530 -0.8255
O -0.886 -0.587 3.855 -0.285 -1.571 -0.779 -0.5786
C -1.922 1.766 2.871 -2.510 0.951 -1.057 0.2066
O -1.282 2.616 3.413 -0.975 -0.766 0.053 -0.4980
O -3.349 1.597 2.876 3.659 -1.977 -1.923 -0.4349
H -1.127 2.689 -2.154 -1.622 -1.282 2.335 0.3684
H -1.347 3.108 -0.596 -1.120 -1.564 -1.259 0.3843
H -1.119 0.264 -0.488 1.494 2.637 -0.818 -0.2711
H -0.109 1.189 -3.052 0.062 0.132 0.861 0.3886
H 1.482 1.522 -2.082 -2.985 0.156 0.313 0.3556
H 2.346 0.025 -3.618 0.999 -1.019 1.073 0.2723
H 3.862 -2.149 -3.403 -2.348 0.230 1.367 0.1947
H 3.924 -4.077 -1.841 -1.263 -0.946 0.515 0.3258
H 0.816 -3.413 -0.422 -0.183 -0.590 0.939 0.4083
H -0.352 -1.217 -0.854 0.144 -0.710 0.970 0.2676
H 0.525 1.175 2.367 -1.199 0.458 -1.764 0.3174
H -2.049 0.827 0.877 0.152 -0.225 2.302 0.4667
H -2.772 -0.705 3.014 -1.446 0.894 0.293 0.4120
H -1.675 -1.489 2.065 0.711 0.288 -0.263 0.3724
H -0.641 -1.526 4.163 -0.855 2.149 -1.120 0.3198
H -3.676 2.200 3.451 -1.906 3.191 3.029 0.3189